(1)
{"formula": "C54H99N3O6", "method": "wB97M-V/def2-TZVPD", "fmax_ev_per_a": 3.1, "homo_energy_ev": -10.0, "molar_mass_da": 886.40, "smiles": "O=[N+]([O-])c1ccccc1.O=[N+]([O-])c1ccccc1.O=[N+]([O-])c1ccccc1.CCCCCC.CCCCCC.CCCCCC.CCCCCC.CCCCCC.CCCCCC", "e_lumo_ha": -0.0241, "total_energy_ha": -2732.2431, "de_lowest_ev": 4.237, "total_charge": 0, "gap_ev": 9.335, "elements": ["H", "H", "H", "H", "H", "H", "C", "H", "H", "C", "H", "H", "H", "C", "H", "H", "C", "C", "H", "C", "C", "H", "H", "C", "C", "C", "C", "H", "H", "H", "H", "C", "C", "C", "H", "C", "C", "C", "C", "C", "H", "H", "H", "C", "H", "O", "C", "H", "H", "C", "C", "H", "H", "H", "H", "H", "H", "C", "O", "H", "H", "H", "H", "H", "C", "H", "H", "H", "N", "H", "C", "C", "H", "H", "H", "H", "C", "H", "H", "C", "H", "C", "H", "H", "H", "C", "H", "H", "C", "C", "H", "H", "C", "C", "H", "H", "N", "H", "H", "C", "H", "H", "H", "C", "C", "H", "H", "H", "H", "C", "H", "H", "C", "C", "C", "C", "C", "C", "H", "O", "H", "H", "H", "N", "C", "H", "H", "H", "H", "C", "C", "H", "H", "H", "C", "H", "H", "H", "C", "C", "H", "O", "C", "H", "H", "H", "C", "O", "H", "H", "H", "H", "H", "H", "H", "H", "O", "H", "C", "H", "H", "H"], "xyz": [[-6.7377, -6.1713, -5.7252], [-0.4372, 7.2311, -8.1508], [0.8486, -1.4052, 8.5307], [6.8544, -2.6178, -2.7895], [-0.6479, 9.5554, -9.4056], [7.6818, 5.6963, -5.4115], [-7.3885, 1.5688, 2.9928], [-9.7240, -3.0022, -4.3928], [-0.3653, 1.4152, 8.4493], [8.5326, 5.4718, -3.3484], [2.1700, 1.2715, 8.3354], [10.4651, -3.3266, 0.6016], [-4.9940, -8.4212, 4.5348], [0.2304, 0.6627, 8.9660], [2.5106, 2.9281, 10.2219], [10.6637, 5.5609, -3.6816], [-6.8730, 2.7743, 2.2574], [-0.6187, 10.2326, -8.5520], [-4.7082, 4.2298, 3.4322], [-6.1257, -8.3404, 6.3101], [9.6317, -3.2024, -0.0741], [1.6120, 1.2130, 0.3954], [-8.0648, -3.0660, -4.6332], [-4.3487, 5.8989, 5.3703], [8.9513, -4.2839, -0.6846], [1.5998, -6.4411, -3.7953], [-5.1970, -6.1870, -4.2436], [-3.6606, 5.1572, 5.7760], [-6.5172, -4.5894, -5.0027], [11.1923, 8.8663, 0.0059], [-1.8634, -1.2349, 8.5851], [-7.5691, -6.2669, 5.2234], [-1.1717, -2.3708, 6.8731], [1.2733, 8.5546, -7.9249], [2.6605, -7.6932, -0.7134], [0.4997, -0.1662, -0.8607], [-5.7971, -7.9025, 5.0371], [0.7718, 0.5381, 0.3251], [7.9210, -4.0962, -1.5736], [-1.6068, -0.9483, 0.0681], [0.7232, -0.3991, 7.2471], [2.7238, -6.3671, 1.4053], [1.8352, -4.9087, 1.2280], [10.2495, 6.7866, -1.9163], [-6.8150, 1.5055, 3.9176], [9.4508, 0.4186, -0.0486], [-5.6302, 4.1524, 4.0085], [-9.8237, -5.1955, -3.4051], [11.1630, 8.6463, -2.5219], [8.1668, -1.6627, -1.4241], [7.5659, -2.7736, -1.9920], [0.2862, 10.0306, -6.6038], [0.2321, -5.7671, -1.0949], [-3.8934, 6.4390, 4.5402], [10.5461, 5.9626, -1.2674], [-6.1769, 6.2123, 4.5044], [8.8807, 4.4587, -5.2369], [-0.1706, 0.5289, 1.3730], [-5.7738, -7.2629, 2.3649], [-5.8975, 2.6168, 1.7973], [2.2561, 0.5558, 9.8467], [12.2126, 7.2945, -2.4076], [-7.8659, 4.2942, 3.4362], [0.1372, 7.3346, -6.5216], [-7.7873, -5.9084, -3.8663], [-7.5135, -8.0778, 7.9724], [-7.4105, 0.6745, 2.3701], [0.5699, 4.6785, -5.9641], [-6.2949, -6.4496, 3.0805], [12.1365, 7.3653, 0.1123], [1.6047, 1.2083, 9.2653], [0.5918, -6.7471, 0.7274], [-6.2613, 5.1026, 5.8775], [-5.5862, -9.1761, 6.7307], [-5.3164, -6.7037, -3.2913], [9.3617, 7.2616, -1.4988], [1.4962, 2.5672, 10.0522], [-2.1503, -2.7369, 6.5628], [1.4174, 10.6153, -7.8982], [-5.7260, 5.3283, 4.9552], [-1.5423, 10.1484, -7.9794], [0.6259, 9.9143, -7.6330], [2.1241, -6.6081, -4.7363], [-4.5762, -5.3158, -4.0347], [0.0859, 1.1187, 2.2406], [-9.0158, -4.9183, -4.0823], [7.3094, 4.1356, -4.5890], [7.4242, -4.9254, -2.0551], [1.2832, 6.0144, -7.6039], [-0.7142, -0.9658, -0.9550], [-0.7741, -1.6005, -1.8267], [-9.4784, -5.0971, -5.0530], [0.4744, 7.3037, -7.5576], [8.0424, 4.9308, -4.7244], [-7.4826, 3.0300, 1.3907], [1.5018, 5.9092, -8.6665], [1.4817, -0.1212, -1.9633], [-0.4945, 4.7287, -7.3254], [-4.7232, -6.8374, -4.9788], [11.3873, 7.7855, -1.8919], [-7.9393, -6.9486, -4.1545], [-0.2949, 0.6644, 9.9210], [0.9784, 2.4561, 11.0049], [9.2233, -1.8754, -0.4360], [0.1763, -0.6309, 8.1610], [-5.5666, 3.2390, 4.5999], [-1.7103, -0.2272, 7.2121], [-8.7096, -6.2709, 7.0634], [1.5980, -6.1078, 2.5759], [0.5588, 4.7777, -7.0495], [-8.7923, -3.5062, -1.7187], [-0.5520, -2.4150, 5.9775], [11.8951, 8.2199, -0.5198], [-6.5494, -6.8708, 4.4755], [-1.3189, -0.2021, 1.2239], [2.1235, -6.9289, -1.2751], [0.7229, -6.6976, -0.8097], [-8.4629, -2.9050, -2.5662], [-7.3917, -2.9421, -2.3683], [-6.6563, -5.3006, 2.7781], [3.3187, -7.3444, -3.0258], [-1.9739, -0.3174, 2.0749], [2.2496, 8.5849, -7.4411], [9.9368, -0.6677, 0.1403], [2.2667, -7.3303, -2.7408], [1.7091, -5.3736, -3.6038], [2.1746, 6.1127, -6.9843], [1.0911, 3.9147, -7.4497], [7.7693, 6.1681, -3.0012], [-6.8821, 4.0654, 3.0264], [-8.8258, -3.4188, -3.9371], [-7.5376, -5.9460, -2.8059], [-8.1901, -5.4645, 4.8534], [0.0551, -7.4077, -1.2976], [1.7186, -5.9569, 1.5032], [9.1378, -5.2954, -0.3552], [0.6776, -7.7542, 1.1356], [-0.7000, -3.1180, 7.5113], [-1.2266, -1.0632, 7.7173], [-6.5992, -5.6526, -4.7767], [12.7935, 8.8243, -0.6452], [1.1399, -0.7543, -2.9555], [9.9275, 6.2854, -3.3334], [8.5517, 4.6984, -2.5805], [-8.4605, 1.7513, 3.0677], [0.8741, 3.3015, 9.5404], [-7.2043, -7.7590, 6.9879], [10.9606, -0.9123, 0.8017], [7.8646, -0.6530, -1.6600], [-4.4820, 6.6232, 6.1739], [0.5364, -6.6733, -3.8536], [-2.4501, -1.6213, 0.1150], [-8.7691, -1.8723, -2.3995], [1.6260, 8.5414, -8.9562], [2.7279, -6.0424, -1.0828], [-6.7232, 4.9004, 2.3440], [2.4976, 0.5756, -1.8267], [-0.3913, -6.4599, 1.1005], [-7.9454, -6.7367, 6.4589], [-0.5100, 11.2725, -8.8603], [1.8509, -8.3356, -2.8087], [9.9764, 7.1572, -3.9858]], "forces_ev_per_angstrom": [[-0.403, 0.227, -0.113], [0.008, -0.107, -0.229], [-0.577, -0.391, 0.733], [-0.233, -0.110, 0.109], [-0.070, 0.196, -0.098], [-0.184, 0.094, 0.288], [-0.598, 0.468, -0.778], [-0.292, 0.346, 0.624], [0.220, 0.228, -0.496], [0.368, 1.661, -0.688], [-0.008, 0.657, -0.214], [-0.114, -0.085, 0.073], [-0.048, 0.293, -0.391], [-0.493, -0.111, 0.630], [-0.203, 0.372, 0.093], [0.378, 0.172, 0.015], [-0.092, 0.667, -1.650], [0.971, -0.025, 0.943], [-0.108, -0.063, -0.289], [-0.722, 0.296, 0.101], [-0.994, 1.860, -1.251], [0.278, -0.302, -0.102], [0.266, -0.076, -0.109], [-0.283, -0.065, 0.366], [0.024, 0.414, 1.090], [0.054, -0.073, 0.338], [-1.242, 0.901, 0.006], [0.061, -0.186, -0.246], [0.189, 0.042, -0.059], [-0.222, -0.156, 0.065], [0.013, -0.236, 0.154], [-0.559, 0.495, -1.103], [0.008, 0.040, 0.590], [0.213, 0.137, 0.475], [-0.417, -0.270, 0.372], [-1.214, -0.249, 1.882], [-0.266, -0.099, 0.014], [-0.851, 0.138, -0.987], [-0.140, 1.874, -1.032], [0.258, -0.004, 1.185], [-0.011, 0.228, -0.468], [-0.022, -0.359, -0.715], [-0.430, 0.111, 0.185], [-0.040, 0.045, -0.103], [-0.571, -0.636, 0.150], [0.155, 0.076, -0.045], [-1.851, 0.058, -0.093], [0.070, -0.209, 0.346], [-0.193, 0.207, 0.090], [1.737, -0.657, 1.884], [0.636, -0.695, 0.577], [0.507, -0.051, 0.134], [0.725, 0.493, -0.411], [0.186, -0.210, -0.059], [-0.273, -0.205, 0.089], [-0.636, -0.269, -0.251], [0.134, -0.112, -0.089], [0.997, 0.062, -1.127], [0.251, 0.047, -0.589], [0.344, -0.095, 0.304], [-0.425, -0.419, 0.334], [0.302, -0.019, -0.078], [0.102, -0.317, 0.707], [-0.217, 0.659, 0.239], [-0.472, 0.443, -0.405], [0.328, -0.420, 0.136], [0.794, -0.200, 0.210], [0.233, 0.343, 0.071], [-0.844, 1.581, 0.916], [-0.025, -0.009, 0.012], [0.135, 1.012, 0.354], [1.229, -0.008, 0.872], [-0.305, -0.176, -0.182], [0.053, 0.079, 0.153], [-0.016, -0.231, -0.098], [-0.208, -0.114, 0.153], [0.213, -0.906, -0.742], [-0.102, 0.068, 0.217], [-0.160, 0.391, 0.458], [1.252, 1.012, 0.561], [-0.058, -0.108, -0.168], [-0.806, -0.343, -1.469], [-0.479, -0.149, -0.236], [0.284, -0.182, -0.106], [-0.328, -0.154, 0.229], [0.327, -1.562, 0.038], [-0.239, 0.247, -0.024], [-0.012, -0.147, 0.164], [-0.743, 0.116, -0.095], [2.797, 0.952, -1.054], [-0.394, 0.045, -0.033], [0.308, -0.090, -0.325], [0.211, 0.095, 0.963], [1.154, -0.256, 0.610], [-0.392, -0.615, -0.276], [0.613, -0.602, 0.065], [-0.302, 0.421, -0.009], [0.010, -0.031, -0.320], [0.084, 0.084, 0.177], [0.624, -0.221, -0.329], [-1.311, -0.121, 0.484], [-0.195, -0.798, 0.273], [0.253, -0.418, 0.175], [-0.826, -1.230, -1.153], [0.347, 0.731, -0.771], [0.108, -0.138, -0.003], [0.121, -0.002, -0.345], [-0.187, 0.044, -0.287], [-0.549, 0.558, 0.110], [0.101, -0.049, -0.462], [-0.802, -0.113, -0.165], [0.105, 0.820, -0.085], [-0.125, 0.302, -0.234], [-0.310, -0.005, 0.867], [-0.397, -0.514, 0.455], [1.126, 0.665, -0.719], [-1.282, -0.211, 1.093], [0.414, 0.078, 0.904], [0.294, 0.170, -0.494], [0.595, -1.645, 0.041], [0.166, -0.392, 0.358], [-0.270, 0.225, 0.002], [0.006, -0.411, 0.674], [0.664, -1.858, 0.719], [-0.103, 0.427, -0.114], [0.004, 0.054, 0.292], [0.341, 0.278, -0.460], [-0.288, -0.274, 0.087], [-0.108, 0.129, 0.155], [2.102, 0.588, 0.719], [0.514, -0.182, -0.845], [0.293, 0.308, 0.041], [0.396, 0.136, -0.618], [-0.078, -0.541, 0.274], [-0.238, -0.626, -0.192], [0.412, -0.042, -0.031], [0.145, -0.414, -0.419], [-0.255, -0.268, 0.132], [0.508, -0.703, -0.164], [1.580, 0.195, 0.133], [0.140, -0.091, 0.048], [1.041, 0.555, 0.353], [-1.331, -1.324, 0.574], [0.317, -0.202, -0.187], [-0.075, 0.008, 1.115], [0.343, 0.095, -0.410], [0.366, -0.827, 0.753], [-1.437, 0.609, -0.989], [0.114, -0.001, -0.116], [-0.056, 0.142, 0.008], [0.010, 0.144, -0.350], [-0.156, 0.102, -0.362], [-0.076, -0.029, -0.027], [-0.562, -0.117, -0.482], [0.014, 0.307, -0.090], [0.024, 0.021, -0.314], [-1.455, -1.303, -0.425], [-0.049, 0.493, -0.313], [0.952, 0.031, 0.000], [-0.306, -0.100, -0.324], [0.170, -0.188, -0.332], [-0.471, -0.152, -0.364]]}

---

(2)
{"formula": "C14H2BF5N4O10S2W", "method": "wB97M-V/def2-TZVPD", "fmax_ev_per_a": 0.6, "homo_energy_ev": -10.1, "molar_mass_da": 739.96, "e_lumo_ha": -0.1202, "total_energy_ha": -2893.7485, "de_lowest_ev": 2.054, "total_charge": 0, "gap_ev": 6.783, "elements": ["S", "O", "F", "N", "C", "H", "F", "C", "F", "H", "O", "F", "C", "O", "N", "O", "B", "C", "O", "C", "O", "N", "O", "C", "C", "O", "C", "S", "W", "F", "C", "O", "C", "C", "C", "C", "C", "O", "N"], "xyz": [[2.0818, -1.6198, -2.0975], [0.1430, 1.5057, 1.4386], [-0.4751, 3.7599, 0.1328], [-0.4871, 1.6719, -6.2713], [-0.7275, 1.0503, 2.3555], [-3.6582, -3.2524, 1.0852], [4.1363, 0.0039, 2.9395], [-2.4706, -0.6197, 2.8655], [4.2512, 2.1607, 2.7671], [-2.5956, -0.1243, 3.8179], [2.4708, 2.0843, 0.7008], [5.2158, 0.9028, 1.2888], [2.3200, -0.1793, -5.2776], [-1.1628, -2.2614, -1.6414], [-1.9975, -2.6436, -0.8490], [2.2678, -0.0512, 0.9880], [0.4586, 3.1873, -0.5928], [-3.2207, -1.7251, 2.5320], [-0.8229, 1.5632, 3.4308], [2.8885, 1.0217, 1.2226], [-2.7181, -3.6036, -1.0041], [3.2119, -0.7470, -5.7261], [2.3868, 0.9122, -1.4816], [1.2191, 0.5378, -4.7038], [1.0707, 0.6003, -3.3700], [-4.3399, -1.6297, 4.5344], [-2.1404, -1.9057, 0.4240], [-0.2430, 1.3639, -2.5148], [0.8819, 0.9758, -0.2869], [1.1951, 3.9377, -1.3774], [-1.5383, -0.1380, 1.9578], [-0.4955, -0.2817, -0.1527], [0.2815, 1.1662, -5.5839], [4.1574, 1.0239, 2.0920], [1.9568, -0.0376, -2.3557], [-3.0682, -2.3811, 1.3258], [-1.3710, -0.7721, 0.7262], [-4.8454, -3.2198, 3.1677], [-4.2173, -2.2364, 3.4937]], "forces_ev_per_angstrom": [[0.144, 0.063, -0.165], [-0.055, 0.090, -0.234], [-0.126, -0.123, -0.193], [0.005, 0.017, 0.011], [0.070, -0.121, 0.046], [-0.007, 0.000, 0.008], [-0.006, 0.003, 0.004], [-0.024, -0.021, 0.018], [-0.002, 0.000, 0.000], [0.005, 0.004, 0.000], [0.088, 0.012, -0.007], [0.002, -0.001, 0.000], [0.017, 0.023, -0.015], [-0.022, 0.010, -0.019], [0.099, -0.056, 0.069], [-0.004, 0.081, -0.010], [-0.027, 0.196, -0.061], [0.049, 0.001, -0.018], [-0.040, 0.032, -0.019], [0.073, 0.040, 0.125], [-0.051, 0.028, -0.029], [-0.008, -0.007, 0.010], [-0.057, -0.114, -0.052], [0.038, -0.082, 0.000], [-0.059, 0.123, 0.096], [0.014, -0.017, 0.014], [-0.028, 0.017, -0.005], [0.033, 0.114, 0.140], [0.030, 0.165, 0.587], [0.188, -0.142, 0.058], [-0.007, 0.022, -0.015], [-0.129, -0.205, -0.071], [-0.039, -0.012, 0.001], [-0.003, -0.009, -0.006], [-0.131, -0.162, -0.267], [0.009, -0.007, 0.008], [-0.002, 0.017, 0.008], [0.010, -0.020, 0.009], [-0.046, 0.042, -0.025]]}